Entry from OMol25: C18H23N3O2S in the gas phase (ωB97M-V/def2-TZVPD).

Values from the calculation:
SMILES: CCCc1cc(=O)[nH]c(SCC(=O)c2cc(C)n(C3CC3)c2C)n1
Energy above the lowest of the compared OMol25 structures with the same formula, charge and spin: 2.0536 eV

Last column: Löwdin charge in e.
Geometry (Å):
C -2.454 -2.598 0.049  -0.1098
C -3.956 -2.493 -0.179  -0.2439
C -4.321 -1.213 -0.942  -0.1449
C -3.864 0.008 -0.209  -0.2719
C -4.430 0.443 0.951  0.0591
C -3.926 1.599 1.638  -0.4632
O -4.329 2.092 2.670  0.0525
N -2.822 2.180 0.979  0.1396
C -2.332 1.683 -0.176  -0.6142
S -0.965 2.521 -0.878  1.0104
C -0.590 1.416 -2.270  -0.3497
C -0.105 0.043 -1.814  -0.4261
O -0.640 -0.947 -2.263  0.0739
C 0.973 -0.021 -0.843  -0.1351
C 1.133 -1.142 0.021  0.0328
C 2.231 -0.922 0.793  -0.2563
C 2.774 -1.754 1.901  -0.0253
N 2.787 0.280 0.406  0.0121
C 3.977 0.834 0.961  -0.2529
C 5.224 0.001 1.034  -0.0937
C 5.150 1.141 0.070  -0.0994
C 2.020 0.851 -0.566  -0.2012
C 2.369 2.159 -1.184  -0.0213
N -2.808 0.652 -0.778  0.1186
H -2.198 -3.571 0.464  0.0720
H -2.121 -1.829 0.745  0.0716
H -1.920 -2.460 -0.888  0.0572
H -4.298 -3.350 -0.762  0.1055
H -4.478 -2.508 0.781  0.1036
H -5.403 -1.172 -1.084  0.1178
H -3.828 -1.225 -1.914  0.1173
H -5.271 -0.065 1.393  0.1233
H -2.410 3.001 1.408  0.1495
H -1.503 1.293 -2.852  0.0863
H 0.170 1.929 -2.858  0.0798
H 0.472 -1.983 0.060  0.1085
H 3.578 -2.406 1.560  0.0765
H 3.157 -1.131 2.707  0.0811
H 1.978 -2.383 2.291  0.0834
H 3.790 1.519 1.785  0.1560
H 5.192 -0.994 0.621  0.1040
H 5.846 0.093 1.911  0.1062
H 5.721 2.035 0.268  0.1047
H 5.063 0.896 -0.977  0.1114
H 2.537 2.048 -2.255  0.0928
H 3.269 2.570 -0.736  0.0685
H 1.564 2.878 -1.038  0.0329



Entry from OMol25: a molecular structure, C4H10O (ωB97M-V/def2-TZVPD).

Values from the calculation:
Energy above the lowest of the compared OMol25 structures with the same formula, charge and spin: 4.4050 eV

Last column: Löwdin charge in e.
Geometry (Å):
C -1.578 -0.623 -1.236  -0.1341
C -1.234 0.454 -0.205  -0.3680
C 0.161 1.015 -0.169  -0.0309
C 1.802 0.041 1.516  -0.0986
O 1.094 -0.461 0.367  -0.1710
H -1.026 -1.550 -1.038  0.0610
H -1.308 -0.282 -2.244  0.0664
H -2.647 -0.872 -1.244  0.0628
H -1.823 1.364 -0.410  0.1048
H -1.548 0.135 0.799  0.0947
H 0.549 0.963 -1.209  0.0279
H 2.146 1.052 1.301  0.0748
H 1.062 0.086 2.315  0.0937
H 2.615 -0.643 1.782  0.0886
H 1.734 -0.679 -0.326  0.1279